# 1
Entry from the Open Molecules 2025 dataset: one molecule with the formula C20H20N4O (ωB97M-V/def2-TZVPD).

Output
SMILES: CC(=O)N1CCN(c2nnc(-c3ccccc3)c3ccccc23)CC1
Total energy in eV: -29072.4563
HOMO level in eV: -7.9
Energy above the lowest of the compared OMol25 structures with the same formula, charge and spin in kcal/mol: 22.0
Frontier orbital gap in eV: 8.103

ORCA input file:
```
! wB97M-V def2-TZVPD RIJCOSX def2/J DEFGRID3
* xyz 0 1
C -6.702 -1.156 0.479
C -5.792 -0.531 -0.553
O -6.211 -0.021 -1.574
N -4.463 -0.580 -0.280
C -3.892 -1.077 0.955
C -2.388 -1.258 0.804
N -1.747 0.008 0.490
C -0.382 -0.005 0.469
N 0.184 -1.184 0.668
N 1.476 -1.353 0.528
C 2.270 -0.369 0.192
C 3.659 -0.731 -0.114
C 4.319 -0.187 -1.213
C 5.621 -0.558 -1.497
C 6.277 -1.474 -0.691
C 5.618 -2.034 0.392
C 4.316 -1.670 0.677
C 1.805 0.987 0.186
C 2.664 2.100 0.154
C 2.159 3.369 0.266
C 0.790 3.566 0.467
C -0.068 2.498 0.527
C 0.412 1.188 0.354
C -2.529 0.890 -0.357
C -3.533 0.081 -1.173
H -6.510 -2.224 0.558
H -6.554 -0.699 1.454
H -7.730 -1.006 0.162
H -4.093 -0.377 1.778
H -4.334 -2.042 1.212
H -2.170 -2.009 0.033
H -1.958 -1.625 1.738
H 3.803 0.506 -1.862
H 6.124 -0.133 -2.354
H 7.295 -1.757 -0.913
H 6.124 -2.757 1.015
H 3.789 -2.103 1.513
H 3.728 1.939 0.068
H 2.821 4.221 0.233
H 0.410 4.568 0.599
H -1.108 2.663 0.754
H -1.870 1.437 -1.033
H -3.083 1.613 0.258
H -4.116 0.732 -1.829
H -3.008 -0.655 -1.793
*
```

Atomic partial charges in e from the Löwdin method, atoms 1 to 2: atom 1 (C): 0.004, atom 2 (C): -0.507

# 2
Entry from the Open Molecules 2025 dataset: a 12-piece molecular cluster, C52H91FN14O3S2 overall (ωB97M-V/def2-TZVPD).

Output
SMILES: CC(C)CN(CCSc1nnco1)S(=O)(=O)F.CCCC#N.CCCC#N.CCCC#N.CCCC#N.CCCC#N.CCCC#N.CCCC#N.CCCC#N.CCCC#N.CCCC#N.CCCC#N
Total energy in eV: -106787.4678
HOMO level in eV: -9.0
Frontier orbital gap in eV: 9.269

ORCA input file:
```
! wB97M-V def2-TZVPD RIJCOSX def2/J DEFGRID3
* xyz 0 1
C -6.020 4.919 0.616
C -5.576 3.695 -0.250
C -4.821 4.295 -1.506
C -4.552 2.758 0.460
N -4.282 1.591 -0.451
C -4.846 0.302 0.067
C -6.303 0.422 0.597
S -6.503 0.457 2.425
C -5.176 -0.439 3.186
N -4.701 -1.643 2.970
N -3.692 -1.968 3.789
C -3.521 -0.893 4.557
O -4.402 0.063 4.221
S -2.591 1.409 -0.458
O -2.011 1.363 0.866
O -2.247 0.197 -1.159
F -2.054 2.698 -1.337
H -6.446 5.668 -0.088
H -6.758 4.600 1.382
H -5.127 5.399 1.068
H -6.471 3.183 -0.663
H -4.379 3.488 -2.136
H -5.522 4.867 -2.153
H -3.960 4.895 -1.138
H -4.808 2.478 1.501
H -3.602 3.341 0.524
H -4.125 -0.146 0.782
H -4.881 -0.394 -0.802
H -6.862 1.291 0.201
H -6.842 -0.481 0.233
H -2.806 -0.707 5.397
C 1.045 1.575 -5.865
C 0.960 2.266 -4.509
C -0.349 1.970 -3.772
C -1.512 2.447 -4.587
N -2.412 2.808 -5.208
H 0.261 1.918 -6.544
H 2.002 1.791 -6.341
H 0.956 0.490 -5.757
H 1.066 3.346 -4.654
H 1.799 1.941 -3.893
H -0.367 2.472 -2.807
H -0.453 0.898 -3.597
C 1.019 -1.719 2.986
C 1.573 -0.441 3.598
C 1.655 -0.500 5.125
C 0.312 -0.705 5.712
N -0.725 -0.861 6.169
H -0.009 -1.908 3.307
H 1.008 -1.642 1.897
H 1.626 -2.576 3.259
H 0.945 0.400 3.292
H 2.573 -0.258 3.197
H 2.071 0.431 5.516
H 2.304 -1.320 5.438
C 6.727 -0.981 4.689
C 6.263 -2.124 5.585
C 5.822 -3.358 4.795
C 4.685 -3.012 3.911
N 3.807 -2.741 3.226
H 5.921 -0.623 4.044
H 7.059 -0.135 5.293
H 7.560 -1.295 4.056
H 5.438 -1.772 6.212
H 7.077 -2.405 6.254
H 5.513 -4.152 5.476
H 6.641 -3.735 4.188
C 1.261 6.887 -8.270
C 0.787 5.528 -7.766
C -0.111 5.631 -6.530
C 0.635 6.274 -5.416
N 1.211 6.765 -4.558
H 1.873 7.401 -7.526
H 1.872 6.768 -9.166
H 0.413 7.530 -8.520
H 1.659 4.910 -7.538
H 0.237 5.024 -8.564
H -0.433 4.637 -6.213
H -1.001 6.224 -6.750
C 11.608 -2.257 6.356
C 11.146 -3.403 7.250
C 10.700 -4.635 6.456
C 9.561 -4.291 5.576
N 8.682 -4.023 4.894
H 10.801 -1.895 5.716
H 11.943 -1.414 6.963
H 12.439 -2.567 5.719
H 10.325 -3.054 7.880
H 11.963 -3.688 7.916
H 10.392 -5.431 7.136
H 11.520 -5.013 5.842
C 1.449 2.067 0.343
C 2.866 2.614 0.490
C 3.379 3.275 -0.792
C 3.407 2.291 -1.897
N 3.429 1.529 -2.750
H 1.399 1.283 -0.413
H 1.108 1.631 1.283
H 0.750 2.862 0.065
H 3.534 1.799 0.780
H 2.884 3.347 1.301
H 4.387 3.666 -0.643
H 2.732 4.109 -1.076
C 3.303 -4.013 -2.161
C 4.269 -3.950 -0.982
C 3.652 -3.301 0.261
C 3.252 -1.909 -0.038
N 2.942 -0.833 -0.270
H 3.005 -3.015 -2.490
H 3.774 -4.507 -3.013
H 2.401 -4.572 -1.900
H 5.161 -3.395 -1.284
H 4.590 -4.963 -0.730
H 4.371 -3.289 1.075
H 2.776 -3.861 0.592
C 2.581 -2.096 -10.541
C 3.028 -2.063 -9.083
C 2.151 -1.160 -8.211
C 2.203 0.235 -8.706
N 2.245 1.309 -9.095
H 2.653 -1.111 -11.005
H 3.214 -2.773 -11.117
H 1.548 -2.442 -10.627
H 4.066 -1.726 -9.037
H 3.002 -3.078 -8.679
H 2.500 -1.179 -7.178
H 1.115 -1.502 -8.225
C -7.137 -3.498 4.391
C -7.573 -4.646 5.292
C -8.024 -5.880 4.508
C -9.185 -5.548 3.649
N -10.081 -5.291 2.985
H -7.960 -3.142 3.767
H -6.796 -2.653 4.992
H -6.317 -3.802 3.738
H -8.385 -4.302 5.939
H -6.745 -4.922 5.936
H -8.311 -6.678 5.194
H -7.212 -6.250 3.878
C -1.683 -3.509 7.083
C -2.130 -4.658 7.983
C -2.593 -5.888 7.196
C -3.752 -5.539 6.342
N -4.648 -5.270 5.683
H -2.501 -3.145 6.459
H -1.338 -2.670 7.684
H -0.864 -3.819 6.430
H -2.939 -4.310 8.630
H -1.300 -4.944 8.633
H -2.889 -6.685 7.880
H -1.787 -6.265 6.565
C -4.905 6.323 -7.496
C -5.408 4.962 -7.028
C -6.381 5.060 -5.849
C -5.714 5.694 -4.690
N -5.187 6.182 -3.800
H -4.341 6.834 -6.713
H -4.239 6.207 -8.353
H -5.736 6.967 -7.797
H -4.551 4.343 -6.748
H -5.908 4.461 -7.860
H -6.722 4.064 -5.560
H -7.257 5.651 -6.121
*
```

Atomic partial charges in e from the Löwdin method, atoms 1 to 2: atom 1 (C): -0.073, atom 2 (C): -0.383

# 3
Entry from the Open Molecules 2025 dataset: a 2-piece molecular cluster, C5H8N2 overall (ωB97M-V/def2-TZVPD).

Output
Total energy in eV: -8290.6114
HOMO level in eV: -9.9
Energy above the lowest of the compared OMol25 structures with the same formula, charge and spin in kcal/mol: 101.1
Frontier orbital gap in eV: 10.856

ORCA input file:
```
! wB97M-V def2-TZVPD RIJCOSX def2/J DEFGRID3
* xyz 0 1
N 2.174 -0.025 -0.444
C 0.909 -0.492 0.059
C 0.549 0.352 1.263
N 0.586 1.100 2.207
C -0.321 -0.435 -0.785
C -1.324 0.676 -0.736
C -1.464 -0.517 0.181
H 2.881 -0.005 0.287
H 1.964 0.922 -0.768
H 1.109 -1.474 0.509
H -0.361 -1.024 -1.701
H -1.025 1.632 -0.304
H -2.054 0.788 -1.533
H -2.342 -1.133 -0.025
H -1.104 -0.169 1.693
*
```

Atomic partial charges in e from the Löwdin method, atoms 1 to 2: atom 1 (N): 0.052, atom 2 (C): -0.385

Among the records above, which one has the highest total energy?
C5H8N2

The lowest frontier orbital gap belongs to which entry?
C20H20N4O

Which of these has the highest total energy?
C5H8N2